42
Properties=species:S:1:pos:R:3:lowdin_charge:R:1 method="wB97M-V/def2-TZVPD" multiplicity=5 homo_energy_ha="-0.2271 / -0.2591" total_charge=0 energy_ha=-2182.9114 max_force_ha_per_bohr=0.0743 homo_lumo_gap_ev="6.021 / 6.647"
O -0.60 -1.09 -3.34 -0.143
H -0.34 -1.47 -4.21 0.112
Cr 0.71 0.43 0.61 0.851
N 2.28 -1.66 0.09 -0.194
N 0.00 -1.55 1.07 -0.197
N 0.98 2.44 0.61 -0.138
N -0.93 1.25 1.55 -0.114
O 3.48 -1.49 -0.24 -0.031
O 1.78 3.12 -0.35 -0.071
O -2.04 0.52 1.81 -0.070
O -0.92 -1.68 2.00 -0.134
C 0.21 -2.64 0.28 -0.227
C 1.43 -2.61 -0.40 -0.221
C 0.17 3.26 1.29 -0.264
C -0.94 2.56 1.86 -0.264
C 1.87 -3.54 -1.47 -0.005
H 1.49 -3.20 -2.44 0.083
H 1.44 -4.54 -1.29 0.075
H 2.96 -3.62 -1.53 0.088
C -0.74 -3.78 0.30 0.003
H -1.65 -3.48 -0.24 0.100
H -1.00 -4.06 1.34 0.099
H -0.30 -4.65 -0.21 0.075
C 0.32 4.74 1.26 -0.011
C -2.06 3.22 2.59 -0.022
H 0.80 5.08 0.33 0.081
H 0.91 5.11 2.12 0.100
H -0.66 5.22 1.32 0.080
H -2.72 2.47 3.05 0.081
H -2.66 3.85 1.91 0.090
H -1.66 3.88 3.37 0.088
H 2.62 2.61 -0.38 0.126
H -1.60 -0.47 1.85 0.038
C -1.99 -0.94 -3.38 -0.157
H -2.54 -1.87 -3.63 0.093
H -2.27 -0.15 -4.09 0.083
H -2.30 -0.59 -2.38 0.091
O 0.92 0.53 -1.33 -0.090
H 0.54 -0.05 -2.04 0.084
H 0.86 1.45 -1.65 0.092
O 2.31 -1.55 2.50 0.095
C 1.85 -1.07 1.52 -0.355


10
Properties=species:S:1:pos:R:3:lowdin_charge:R:1 method="wB97M-V/def2-TZVPD" homo_energy_ha=-0.3958 total_charge=0 energy_ha=-793.7346 max_force_ha_per_bohr=0.0925 homo_lumo_gap_ev=10.342
C 0.55 1.05 0.49 -0.283
N 0.16 -0.46 -1.27 0.047
O 1.63 0.57 0.64 0.109
O -3.64 0.69 -0.66 -0.403
O -2.44 0.00 1.31 -0.413
O -0.31 0.71 -0.56 -0.223
S -2.70 -0.20 -0.08 0.858
H 0.08 1.69 1.08 0.104
H 1.16 -0.61 -0.99 0.093
H 0.22 -0.09 -2.25 0.112


43
Properties=species:S:1:pos:R:3:lowdin_charge:R:1 method="wB97M-V/def2-TZVPD" homo_energy_ha=-0.2884 total_charge=0 energy_ha=-1281.0616 max_force_ha_per_bohr=0.0152 homo_lumo_gap_ev=8.478
C -0.41 0.63 5.78 -0.086
H -0.79 0.67 6.81 0.094
O -1.40 1.24 4.99 -0.079
C -1.21 1.32 3.65 -0.273
C -2.22 1.93 2.91 0.001
C -2.11 2.04 1.55 -0.004
C -1.00 1.55 0.85 -0.178
C 0.04 0.99 1.61 -0.219
C -0.08 0.86 2.99 0.063
H 0.75 0.41 3.50 0.119
O 1.21 0.50 1.04 -0.144
C 2.03 1.49 0.43 -0.059
H 2.30 2.26 1.15 0.100
H 2.93 0.97 0.10 0.093
H 1.54 1.95 -0.43 0.088
N -0.98 1.71 -0.54 0.036
C -0.70 0.81 -1.54 -0.860
N -0.17 -0.38 -1.22 0.062
H 0.21 -0.51 -0.29 0.117
C 0.26 -1.33 -2.22 -0.304
H -0.46 -1.28 -3.04 0.104
C 0.34 -2.74 -1.61 -0.255
H -0.48 -2.96 -0.93 0.145
C 1.75 -2.75 -1.01 -0.106
H 2.04 -3.73 -0.64 0.122
H 1.90 -2.01 -0.23 0.110
C 2.43 -2.39 -2.33 -0.296
H 3.51 -2.30 -2.31 0.137
C 1.71 -1.09 -2.71 -0.085
H 1.75 -0.88 -3.77 0.116
H 2.14 -0.24 -2.18 0.110
C 1.92 -3.50 -3.26 -0.143
H 1.95 -3.20 -4.30 0.109
H 2.53 -4.40 -3.15 0.109
C 0.48 -3.74 -2.76 -0.134
H -0.26 -3.57 -3.53 0.112
H 0.35 -4.76 -2.39 0.111
S -1.07 1.26 -3.09 0.627
H -1.57 2.46 -0.88 0.108
H -2.91 2.50 0.98 0.120
H -3.09 2.31 3.43 0.120
H -0.24 -0.41 5.49 0.097
H 0.53 1.18 5.73 0.096